Run w
ORCA calculation (ωB97M-V/def2-TZVPD) on 6 unconnected molecules or ions with the total composition C2H15NO5.

CARTESIAN COORDINATES (ANGSTROEM)
C1 -1.003 3.530 2.542
C2 -1.279 2.182 2.761
N1 -2.434 1.560 2.261
H1 -1.535 4.038 1.765
H2 -0.356 4.177 3.061
H3 -0.545 1.733 3.479
H4 -3.035 1.993 1.622
H5 -2.610 0.529 2.381
O1 3.400 1.084 -3.393
H6 4.367 0.718 -3.614
H7 3.554 1.990 -2.974
O2 2.356 1.727 1.766
H8 1.628 1.561 2.255
H9 2.313 1.212 0.938
O3 -0.167 -2.094 -1.743
H10 0.094 -1.690 -0.858
H11 -0.394 -2.962 -1.556
O4 -2.243 -5.809 -3.004
H12 -1.345 -6.132 -3.232
H13 -2.853 -5.870 -3.714
O5 0.397 -0.552 0.445
H14 0.985 -1.140 0.695
H15 0.524 -0.196 -0.450

LUMO energy (eV): 0.45
HOMO energy (eV): -7.88
Frontier orbital gap (Ha): 0.3058
Total charge: 0
SMILES: C=CN.O.O.O.O.O
Molar mass (g mol⁻¹): 133.14

Results of the Löwdin charge analysis, in e, for atoms 1 through 4: -0.04 -0.27 0.03 0.02


Run x
ORCA calculation (ωB97M-V/def2-TZVPD) on 5 unconnected molecules or ions with the total composition C2H15NO5.

CARTESIAN COORDINATES (ANGSTROEM)
C1 0.665 2.008 0.110
N1 0.137 0.625 -0.006
C2 -0.033 -0.032 1.288
O1 1.103 -0.764 1.701
H1 0.860 2.331 1.127
H2 -0.239 2.639 -0.096
H3 1.447 2.115 -0.626
H4 0.547 0.072 -0.743
H5 -0.091 0.677 2.128
H6 -0.862 -0.773 1.214
H7 1.352 -1.520 1.163
O2 -2.898 2.045 0.812
H8 -3.510 1.450 0.361
H9 -2.081 1.620 0.553
O3 -3.121 -0.402 -1.641
H10 -2.849 -0.462 -2.580
H11 -2.322 -0.120 -1.188
O4 3.367 -2.158 0.356
H12 3.552 -1.577 1.115
H13 2.731 -1.502 0.032
O5 0.934 -1.954 -1.406
H14 0.381 -2.739 -1.397
H15 0.933 -1.581 -2.277

LUMO energy (eV): -0.01
HOMO energy (eV): -9.28
Frontier orbital gap (Ha): 0.3406
Total charge: 0
SMILES: CNCO.O.O.O.O
Molar mass (g mol⁻¹): 133.14

Results of the Löwdin charge analysis, in e, for atoms 1 through 4: -0.10 -0.11 -0.29 -0.07


Energies relative to the most stable structure, in kJ/mol: run w 134.3; run x 0.0.


Run w
ORCA calculation (ωB97M-V/def2-TZVPD) on 4 unconnected molecules or ions with the total composition C3H14O5.

CARTESIAN COORDINATES (ANGSTROEM)
O1 0.745 -1.434 -1.708
C1 -0.663 -1.361 -1.730
C2 -1.224 -0.193 -0.939
C3 -0.761 -0.081 0.537
O2 -1.605 -0.976 1.306
H1 1.162 -1.150 -0.894
H2 -0.903 -1.262 -2.786
H3 -1.126 -2.294 -1.391
H4 -0.876 0.722 -1.434
H5 -2.309 -0.171 -0.850
H6 0.279 -0.351 0.697
H7 -1.070 0.905 0.860
H8 -1.216 -1.856 1.297
O3 2.333 0.896 -0.426
H9 2.394 0.492 0.449
H10 3.239 0.812 -0.748
O4 0.915 -0.553 3.356
H11 1.141 -1.476 3.217
H12 0.153 -0.203 2.889
O5 -0.592 3.257 -0.588
H13 0.107 3.516 -1.207
H14 -0.121 2.761 0.091

LUMO energy (eV): 0.17
HOMO energy (eV): -10.20
Frontier orbital gap (Ha): 0.3813
Total charge: 0
SMILES: OCCCO.O.O.O
Molar mass (g mol⁻¹): 130.14

Results of the Löwdin charge analysis, in e, for atoms 1 through 4: -0.07 -0.27 -0.15 -0.24


Run x
ORCA calculation (ωB97M-V/def2-TZVPD) on 5 unconnected molecules or ions with the total composition C3H14O5.

CARTESIAN COORDINATES (ANGSTROEM)
C1 0.172 1.257 -1.852
C2 -0.697 0.349 -1.411
C3 -2.101 0.740 -1.086
O1 -0.425 -0.963 -1.067
H1 -0.141 2.266 -1.659
H2 1.205 1.183 -2.134
H3 -2.206 1.824 -1.211
H4 -2.499 0.520 -0.095
H5 -2.848 0.353 -1.771
H6 -0.864 -1.110 -0.214
O2 2.036 -0.172 1.275
H7 2.797 -0.409 1.817
H8 1.683 -1.023 0.974
O3 -0.424 0.902 2.390
H9 -0.055 0.991 3.277
H10 0.389 0.812 1.860
O4 -1.049 -1.727 1.541
H11 -1.328 -2.445 2.111
H12 -0.856 -0.946 2.085
O5 2.571 -1.156 -1.546
H13 2.773 -0.521 -2.240
H14 1.868 -0.725 -1.045

LUMO energy (eV): 0.28
HOMO energy (eV): -8.82
Frontier orbital gap (Ha): 0.3345
Total charge: 0
SMILES: C=C(C)O.O.O.O.O
Molar mass (g mol⁻¹): 130.14

Results of the Löwdin charge analysis, in e, for atoms 1 through 4: 0.05 -0.43 -0.05 0.00


Energies relative to the most stable structure, in kJ/mol: run w 34.2; run x 0.0.


Run w
ORCA calculation (ωB97M-V/def2-TZVPD) on a single C3H3ClOS molecule.

CARTESIAN COORDINATES (ANGSTROEM)
C1 0.013 -0.208 0.505
C2 -0.302 -0.174 -0.910
C3 0.333 -1.401 -0.293
O1 -1.043 -2.402 -2.366
S1 -1.267 -1.783 -1.072
Cl1 1.746 -2.450 -0.245
H1 0.972 0.376 0.667
H2 -0.611 -0.048 1.321
H3 -0.115 0.418 -1.707

LUMO energy (eV): 0.68
HOMO energy (eV): -9.55
Frontier orbital gap (Ha): 0.3759
Total charge: 0
Molar mass (g mol⁻¹): 122.58

Results of the Löwdin charge analysis, in e, for atoms 1 through 4: -0.19 -0.27 -0.92 -0.52


Run x
ORCA calculation (ωB97M-V/def2-TZVPD) on a single C3H3ClOS molecule.

CARTESIAN COORDINATES (ANGSTROEM)
C1 -1.198 0.046 0.104
C2 0.131 -0.564 -0.182
O1 0.327 -1.696 -0.475
C3 1.371 0.384 -0.089
S1 1.224 2.000 -0.155
Cl1 2.881 -0.362 -0.025
H1 -1.635 -0.584 0.885
H2 -1.285 0.909 0.647
H3 -1.816 -0.135 -0.711

LUMO energy (eV): -1.37
HOMO energy (eV): -9.36
Frontier orbital gap (Ha): 0.2936
Total charge: 0
SMILES: CC(=O)C(=S)Cl
Molar mass (g mol⁻¹): 122.58

Results of the Löwdin charge analysis, in e, for atoms 1 through 4: -0.04 -0.53 0.10 -1.17


Run y
ORCA calculation (ωB97M-V/def2-TZVPD) on a single C3H3ClOS molecule.

CARTESIAN COORDINATES (ANGSTROEM)
C1 -1.147 1.065 0.135
C2 -0.444 -0.090 -0.078
Cl1 -1.287 -1.585 -0.341
C3 1.038 0.046 -0.268
O1 1.599 1.102 -0.527
S1 2.075 -1.399 -0.036
H1 -2.251 0.957 0.389
H2 -0.655 2.038 0.192
H3 1.071 -2.133 0.535

LUMO energy (eV): -0.34
HOMO energy (eV): -10.10
Frontier orbital gap (Ha): 0.3586
Total charge: 0
SMILES: C=C(Cl)C(=O)S
Molar mass (g mol⁻¹): 122.58

Results of the Löwdin charge analysis, in e, for atoms 1 through 4: 0.04 -0.72 0.66 -0.80


Energies relative to the most stable structure, in kJ/mol: run w 237.8; run x 29.7; run y 0.0.


Run w
ORCA calculation (ωB97M-V/def2-TZVPD) on a single C3H3ClOS molecule.

CARTESIAN COORDINATES (ANGSTROEM)
O1 -2.112 1.402 -0.289
C1 -2.115 0.262 0.094
S1 -0.873 -0.971 -0.116
C2 0.588 0.051 0.003
C3 1.771 -0.560 -0.193
Cl1 3.290 0.387 -0.040
H1 -3.011 -0.094 0.758
H2 0.477 1.107 0.228
H3 1.985 -1.584 -0.444

LUMO energy (eV): 0.29
HOMO energy (eV): -9.19
Frontier orbital gap (Ha): 0.3483
Total charge: 0
SMILES: O=CS/C=C/Cl
Molar mass (g mol⁻¹): 122.58

Results of the Löwdin charge analysis, in e, for atoms 1 through 4: -0.01 -0.63 0.93 -0.48


Run x
ORCA calculation (ωB97M-V/def2-TZVPD) on a single C3H3ClOS molecule.

CARTESIAN COORDINATES (ANGSTROEM)
C1 -0.367 1.271 -0.570
C2 0.011 -1.099 0.282
C3 0.528 0.260 0.047
O1 -1.382 1.084 -1.211
S1 0.970 -2.401 1.090
Cl1 0.187 2.872 -0.291
H1 -0.842 -1.002 0.949
H2 -0.632 -1.637 -0.668
H3 1.527 0.651 0.372

LUMO energy (alpha / beta) (eV): -3.46 / -3.46
HOMO energy (alpha / beta) (eV): -8.57 / -8.57
Frontier orbital gap (alpha / beta) (Ha): 0.1878 / 0.1876
Total charge: 0
Molar mass (g mol⁻¹): 122.58

Results of the Löwdin charge analysis, in e, for atoms 1 through 4: -0.88 -0.72 -0.09 0.02


Run y
ORCA calculation (ωB97M-V/def2-TZVPD) on a single C3H3ClOS molecule.

CARTESIAN COORDINATES (ANGSTROEM)
C1 -0.169 -0.196 0.278
C2 0.480 0.733 -0.127
C3 -0.951 -1.087 1.096
O1 2.717 1.180 -1.365
S1 1.487 1.922 -1.130
Cl1 0.112 1.688 -2.704
H1 -1.386 -0.714 2.075
H2 -1.884 -1.431 0.536
H3 -0.405 -2.094 1.342

LUMO energy (eV): -0.34
HOMO energy (eV): -10.34
Frontier orbital gap (Ha): 0.3674
Total charge: 0
Molar mass (g mol⁻¹): 122.58

Results of the Löwdin charge analysis, in e, for atoms 1 through 4: -0.18 -0.26 -0.13 -0.52


Energies relative to the most stable structure, in kJ/mol: run w 0.0; run x 282.3; run y 186.2.